# 1
The following is a DFT calculation (ωB97M-V/def2-TZVPD) of a 2-piece molecular cluster, C3H4N2O overall.

```
10
Properties=species:S:1:pos:R:3:nbo_charge:R:1
C 0.69 0.54 -0.40 0.0993
C -2.07 0.27 -0.55 0.8720
C 1.37 -0.16 0.73 -0.3432
N 1.01 -0.70 -0.54 -0.5772
N -1.78 0.90 0.42 -0.7806
O -2.42 -0.42 -1.40 -0.5191
H 2.47 0.00 0.88 0.1867
H 0.76 -0.53 1.54 0.1909
H 1.07 -1.52 -1.18 0.4310
H -1.09 1.62 0.51 0.4401
```

Properties
gap between HOMO and LUMO: 10.287 eV
multiplicity: 1


# 2
The following is a DFT calculation (ωB97M-V/def2-TZVPD) of a 2-piece molecular cluster, C3H4N2O overall.

```
10
Properties=species:S:1:pos:R:3:nbo_charge:R:1
C -2.49 -0.22 -0.09 0.1171
C -0.44 0.27 -0.65 0.2293
C 0.45 -0.21 0.37 0.1550
N -3.55 -0.30 0.22 -0.4554
N 1.78 -0.23 0.11 -0.8345
O -0.04 1.12 0.30 -0.4513
H -0.09 0.45 -1.71 0.2271
H 0.00 -0.85 1.07 0.2153
H 2.08 0.50 -0.51 0.3959
H 2.31 -0.54 0.91 0.4015
```

Properties
gap between HOMO and LUMO: 9.775 eV
multiplicity: 1


# 3
The following is a DFT calculation (ωB97M-V/def2-TZVPD) of one molecule with the formula C3H4N2O.

```
10
Properties=species:S:1:pos:R:3:nbo_charge:R:1
O 2.03 0.03 -0.03 -0.6617
C 0.68 0.15 0.01 0.1650
C -0.03 1.29 -0.38 -0.0927
N -1.35 1.16 -0.16 -0.2441
N -1.47 -0.24 0.18 -0.3706
C -0.25 -0.79 0.34 -0.1252
H 2.23 -0.92 -0.07 0.4766
H 0.47 1.98 -1.08 0.2252
H -2.24 -0.86 0.49 0.4178
H -0.06 -1.80 0.68 0.2097
```

Properties
gap between HOMO and LUMO: 9.310 eV
structure (SMILES): Oc1cn[nH]c1
multiplicity: 1


# 4
The following is a DFT calculation (ωB97M-V/def2-TZVPD) of one molecule with the formula C3H4N2O.

```
10
Properties=species:S:1:pos:R:3:nbo_charge:R:1
O -1.71 -1.05 -0.27 -0.6744
C -0.64 -0.23 -0.11 0.3819
C -0.41 1.12 -0.09 -0.1912
N 0.94 1.36 0.06 -0.4408
C 1.51 0.19 0.11 0.1511
N 0.59 -0.82 0.02 -0.5466
H -2.47 -0.67 0.20 0.4940
H -1.13 1.93 -0.17 0.2087
H 2.57 0.00 0.21 0.1952
H 0.74 -1.82 0.04 0.4223
```

Properties
gap between HOMO and LUMO: 9.075 eV
structure (SMILES): Oc1cnc[nH]1
multiplicity: 1


# 5
The following is a DFT calculation (ωB97M-V/def2-TZVPD) of one molecule with the formula C3H4N2O.

```
10
Properties=species:S:1:pos:R:3:nbo_charge:R:1
O 1.42 1.54 -0.39 -0.6435
C 0.46 0.65 -0.05 0.4043
N -0.77 0.87 -0.35 -0.4076
C -1.38 -0.43 -0.14 -0.1542
N -0.50 -1.29 0.57 -0.3526
C 0.62 -0.65 0.59 -0.0343
H 2.28 1.23 -0.09 0.4827
H -2.45 -0.52 0.08 0.2241
H -1.23 -0.43 -1.24 0.2801
H 1.53 -1.06 1.02 0.2010
```

Properties
gap between HOMO and LUMO: 10.371 eV
structure (SMILES): OC1=NCN=C1
multiplicity: 1


# 6
The following is a DFT calculation (ωB97M-V/def2-TZVPD) of one molecule with the formula C3H4N2O.

```
10
Properties=species:S:1:pos:R:3:nbo_charge:R:1
O -2.23 -0.37 -0.13 -0.4845
N -0.86 -0.28 0.06 0.1425
C -0.12 0.81 -0.17 -0.1217
C 1.33 0.45 -0.13 -0.3228
C 1.25 -0.89 -0.13 -0.1050
N -0.14 -1.33 -0.11 -0.2836
H -2.64 0.63 0.07 0.4819
H -0.74 1.65 0.13 0.1882
H 2.23 1.19 0.16 0.2589
H 1.92 -1.87 0.24 0.2460
```

Properties
gap between HOMO and LUMO: 9.259 eV
structure (SMILES): On1cccn1
multiplicity: 1


# 7
The following is a DFT calculation (ωB97M-V/def2-TZVPD) of one molecule with the formula C3H4N2O.

```
10
Properties=species:S:1:pos:R:3:nbo_charge:R:1
C -2.16 0.00 -0.09 0.2020
C 2.08 -0.86 -0.05 -0.0380
C -1.04 0.97 -0.04 -0.5232
N -3.02 -0.75 -0.08 -0.4002
N 0.95 -0.36 -0.21 0.0243
O 0.27 0.33 0.73 -0.1618
H 2.55 -1.48 -0.75 0.2069
H 2.69 -0.76 0.91 0.2075
H -0.87 1.12 -1.10 0.2359
H -1.46 1.79 0.68 0.2467
```

Properties
gap between HOMO and LUMO (alpha / beta): 5.040 / 6.857 eV
multiplicity: 3
⟨S²⟩: 2.0143


# 8
The following is a DFT calculation (ωB97M-V/def2-TZVPD) of one molecule with the formula C3H4N2O2.

```
11
Properties=species:S:1:pos:R:3:nbo_charge:R:1
O -1.32 1.88 -0.02 -0.6783
C -0.44 0.99 -0.09 0.6897
N 0.95 1.02 -0.04 -0.5786
C 1.43 -0.28 0.03 -0.1104
C 0.35 -1.18 -0.11 -0.0988
N -0.74 -0.39 -0.12 -0.1285
O -1.98 -0.95 0.07 -0.5044
H 1.50 1.82 0.27 0.4331
H 2.49 -0.49 0.04 0.2247
H 0.27 -2.31 0.07 0.2511
H -2.52 -0.10 -0.10 0.5004
```

Properties
gap between HOMO and LUMO: 8.809 eV
structure (SMILES): O=c1[nH]ccn1O
multiplicity: 1


# 9
The following is a DFT calculation (ωB97M-V/def2-TZVPD) of C3H4N2O2 as an isolated structure.

```
11
Properties=species:S:1:pos:R:3:nbo_charge:R:1
O 0.03 -2.14 0.80 -0.6546
C -0.17 -0.76 0.37 0.4989
N -1.06 -0.17 -0.38 -0.5468
C -0.36 0.98 -0.66 0.3860
O -0.91 1.96 -1.41 -0.6670
C 0.90 0.98 -0.09 -0.1973
N 1.01 -0.22 0.60 -0.5943
H -0.45 -2.35 1.61 0.5225
H -1.76 1.63 -1.71 0.4879
H 1.68 1.72 -0.13 0.2174
H 1.08 -1.63 0.98 0.5474
```

Properties
gap between HOMO and LUMO: 7.941 eV
multiplicity: 1


# 10
The following is a DFT calculation (ωB97M-V/def2-TZVPD) of one molecule with the formula C3H4N2O2.

```
11
Properties=species:S:1:pos:R:3:nbo_charge:R:1
C 0.98 -1.13 0.41 -0.4155
N 0.01 -0.15 -0.06 -0.3928
N 0.73 1.04 -0.41 -0.2453
C -0.10 1.52 -1.14 0.4703
O -1.93 1.17 -0.22 -0.5836
C -1.52 0.20 0.49 0.9070
O -1.95 -0.50 1.37 -0.5954
H 1.73 -1.37 -0.36 0.2046
H 1.53 -0.79 1.29 0.1886
H 0.47 -2.05 0.66 0.2287
H 0.06 2.07 -2.04 0.2334
```

Properties
gap between HOMO and LUMO (alpha / beta): 7.779 / 7.780 eV
multiplicity: 1


Computed energy above the lowest of the compared OMol25 structures with the same formula, charge and spin, in the same sequence as the records: 394.2; 507.3; 209.9; 66.6; 191.0; 517.4; 390.0; 311.9; 425.7; 596.7 kJ/mol.